# C32H48NO2OsPS

A structure of composition C32H48NO2OsPS at a distorted geometry (ωB97M-V/def2-TZVPD, the OMol25 dataset).

Structure (ORCA input):
```
! wB97M-V def2-TZVPD RIJCOSX def2/J DEFGRID3
* xyz 2 1
Os 0.299 0.205 -0.954
C -5.087 -0.916 -2.719
C -3.798 -0.111 -2.965
C -4.117 1.373 -3.170
C -2.868 -0.355 -1.811
C -1.868 -1.313 -1.900
C -1.028 -1.668 -0.825
C -0.225 -2.952 -1.061
C 0.548 -3.518 0.127
C 0.660 -2.830 -2.322
C -1.165 -0.928 0.412
C -2.262 0.012 0.522
C -3.052 0.283 -0.579
C -2.649 0.689 1.824
C -3.864 -0.035 2.435
C -3.001 2.176 1.636
C -0.467 -1.257 1.713
C -1.101 -2.148 2.574
C -0.633 -2.369 3.860
C 0.475 -1.673 4.319
C 1.146 -0.817 3.461
C 0.701 -0.616 2.155
P 1.668 0.397 0.980
C 3.451 -0.220 0.946
C 4.156 0.610 -0.139
C 3.437 -1.693 0.531
C 4.211 -0.125 2.270
C 1.563 2.223 1.476
C 1.870 3.076 0.236
C 0.092 2.426 1.848
C 2.453 2.662 2.634
H -5.776 -0.772 -3.550
H -5.578 -0.577 -1.805
H -4.877 -1.982 -2.623
H -3.322 -0.495 -3.871
H -4.797 1.744 -2.402
H -4.606 1.510 -4.133
H -3.213 1.985 -3.160
H -1.775 -1.862 -2.828
H -0.975 -3.706 -1.318
H 1.163 -2.768 0.606
H 1.188 -4.335 -0.207
H -0.134 -3.921 0.872
H 2.233 -1.429 -2.236
H 0.076 -3.054 -3.208
H 1.457 -3.570 -2.258
H -3.867 0.986 -0.468
H -1.826 0.605 2.532
H -4.688 -0.071 1.721
H -4.200 0.510 3.316
H -3.623 -1.052 2.738
H -4.048 2.300 1.358
H -2.391 2.657 0.871
H -2.855 2.709 2.575
H -1.977 -2.678 2.219
H -1.144 -3.070 4.507
H 0.824 -1.804 5.335
H 2.023 -0.291 3.815
H 3.518 0.758 -1.017
H 5.061 0.094 -0.464
H 4.458 1.587 0.238
H 2.966 -1.842 -0.444
H 2.931 -2.309 1.274
H 4.468 -2.047 0.463
H 4.169 0.855 2.734
H 5.261 -0.340 2.060
H 3.866 -0.873 2.982
H 1.250 2.791 -0.618
H 2.917 3.022 -0.056
H 1.645 4.121 0.462
H -0.559 2.051 1.048
H -0.115 3.490 1.975
H -0.161 1.918 2.778
H 3.502 2.712 2.350
H 2.337 2.023 3.510
H 2.153 3.671 2.926
C 2.523 2.455 -4.085
C 1.691 1.372 -3.517
O 1.979 0.157 -3.986
O 0.809 1.530 -2.681
H 3.070 2.115 -4.959
H 3.226 2.789 -3.318
H 1.888 3.304 -4.334
S -0.020 -1.193 -4.917
C 1.067 -0.868 -3.771
N 1.268 -1.496 -2.547
*
```

Output
E_HOMO (spin up / spin down), eV: -14.27 / -14.18
LUMO level (spin up / spin down), Eh: -0.27015 / -0.26682
Strongest force on any atom, Eh/bohr: 0.04024
Kohn-Sham gap (spin up / spin down), eV: 6.92 / 6.92